Here is one molecule with the formula C11H15N from the OMol25 dataset. Energies are from ωB97M-V with the def2-TZVPD basis set.

```
! RIJCOSX wB97M-V def2-TZVPD def2/J DEFGRID3
* xyz 0 1
H 3.828 -1.539 0.665
N 3.345 -1.246 -0.235
C 2.269 -0.719 0.041
C 1.233 -0.108 0.850
C 1.402 1.116 1.686
C 1.184 0.022 -0.819
C 1.445 1.250 -1.644
C 0.047 -0.260 0.025
C -1.376 0.309 -0.217
C -2.289 1.273 0.420
C -1.578 -0.554 -1.415
C -1.015 -1.235 -0.189
C -1.451 -2.405 0.593
H 0.424 1.432 2.016
H 1.864 1.903 1.086
H 1.895 1.009 2.637
H 2.387 1.610 -1.269
H 0.615 1.948 -1.452
H 1.564 0.948 -2.643
H -2.208 1.242 1.446
H -3.345 0.997 0.320
H -2.219 2.283 0.086
H -0.989 -0.272 -2.326
H -2.599 -0.779 -1.800
H -2.456 -2.690 0.476
H -1.066 -2.291 1.519
H -0.911 -3.244 0.146
*
```

Values from the calculation:
**SMILES string**: [H]/N=C1\[C@@]2(C)[C@]1(C)[C@]21[C@@]2(C)C[C@]21C
**Molar mass**: 161.25 g mol⁻¹
**Lowest unoccupied orbital energy**: 0.7768 eV
**Relative energy (zero: lowest compared OMol25 entry of this formula, charge and spin)**: 146.8 kcal per mole
**Total energy**: -482.6812 a.u.
**HOMO-LUMO gap**: 8.8425 eV

What are the natural (NBO) partial charges on each atom? They are as follows, in elementary charge units: number 1, H, carries 0.34; number 2, N, carries -0.64; number 3, C, carries 0.32; number 4, C, carries -0.07; number 5, C, carries -0.63; number 6, C, carries 0.01; number 7, C, carries -0.64; number 8, C, carries -0.05; number 9, C, carries -0.04; number 10, C, carries -0.62; number 11, C, carries -0.39; number 12, C, carries 0.02; number 13, C, carries -0.62; number 14, H, carries 0.22; number 15, H, carries 0.21; number 16, H, carries 0.23; number 17, H, carries 0.22; number 18, H, carries 0.22; number 19, H, carries 0.24; number 20, H, carries 0.21; number 21, H, carries 0.22; number 22, H, carries 0.22; number 23, H, carries 0.19; number 24, H, carries 0.21; number 25, H, carries 0.22; number 26, H, carries 0.22; number 27, H, carries 0.22

Here is a 2-piece molecular cluster, C11H15N overall from the OMol25 dataset. Energies are from ωB97M-V with the def2-TZVPD basis set.

```
! RIJCOSX wB97M-V def2-TZVPD def2/J DEFGRID3
* xyz 0 1
C 1.946 -2.726 -0.958
C 1.435 -1.373 -0.543
C 2.107 -0.420 0.162
N 1.489 0.820 -0.049
C 0.335 0.648 -0.739
C -0.661 1.502 -1.207
C -1.755 0.944 -1.845
C -1.865 -0.421 -2.125
C -0.853 -1.273 -1.703
C 0.233 -0.740 -1.026
H 1.106 -3.370 -1.219
H 2.529 -3.210 -0.183
H 2.554 -2.564 -1.850
H 2.997 -0.380 0.766
H 2.041 1.658 0.034
H -0.530 2.572 -1.312
H -2.496 1.634 -2.237
H -2.742 -0.880 -2.563
H -0.882 -2.300 -2.048
C -1.581 0.943 2.564
C -0.181 1.546 2.620
H -2.392 1.667 2.612
H -1.695 0.413 1.615
H -1.704 0.223 3.370
H -0.031 2.084 3.560
H 0.018 2.231 1.798
H 0.577 0.770 2.505
*
```

Values from the calculation:
**SMILES string**: Cc1c[nH]c2ccccc12.CC
**Molar mass**: 161.25 g mol⁻¹
**Lowest unoccupied orbital energy**: 0.9121 eV
**Relative energy (zero: lowest compared OMol25 entry of this formula, charge and spin)**: 13.2 kcal per mole
**Total energy**: -482.8942 a.u.
**HOMO-LUMO gap**: 8.7505 eV

What are the natural (NBO) partial charges on each atom? They are as follows, in elementary charge units: number 1, C, carries -0.63; number 2, C, carries -0.06; number 3, C, carries -0.05; number 4, N, carries -0.55; number 5, C, carries 0.21; number 6, C, carries -0.27; number 7, C, carries -0.21; number 8, C, carries -0.25; number 9, C, carries -0.18; number 10, C, carries -0.13; number 11, H, carries 0.21; number 12, H, carries 0.22; number 13, H, carries 0.22; number 14, H, carries 0.21; number 15, H, carries 0.41; number 16, H, carries 0.21; number 17, H, carries 0.21; number 18, H, carries 0.21; number 19, H, carries 0.21; number 20, C, carries -0.61; number 21, C, carries -0.60; number 22, H, carries 0.20; number 23, H, carries 0.21; number 24, H, carries 0.20; number 25, H, carries 0.20; number 26, H, carries 0.19; number 27, H, carries 0.20

Here is a 2-piece molecular cluster, C11H15N overall from the OMol25 dataset. Energies are from ωB97M-V with the def2-TZVPD basis set.

```
! RIJCOSX wB97M-V def2-TZVPD def2/J DEFGRID3
* xyz 0 1
C -2.049 -2.057 -1.077
C -0.668 -1.601 -0.721
C 0.278 -2.241 0.006
N 1.436 -1.476 0.059
C 1.218 -0.289 -0.587
C 2.073 0.784 -0.806
C 1.640 1.798 -1.641
C 0.341 1.755 -2.162
C -0.539 0.737 -1.877
C -0.080 -0.340 -1.108
H -2.576 -2.550 -0.268
H -1.995 -2.745 -1.918
H -2.639 -1.216 -1.449
H 0.325 -3.144 0.588
H 2.180 -1.665 0.710
H 3.036 0.788 -0.313
H 2.321 2.604 -1.866
H 0.031 2.617 -2.746
H -1.571 0.793 -2.190
C -0.372 0.234 2.730
C -0.320 1.628 2.124
H 0.620 -0.140 2.995
H -0.982 0.173 3.634
H -0.789 -0.469 2.006
H -0.156 2.407 2.877
H -1.248 1.858 1.606
H 0.485 1.756 1.396
*
```

Values from the calculation:
**SMILES string**: Cc1c[nH]c2ccccc12.CC
**Molar mass**: 161.25 g mol⁻¹
**Lowest unoccupied orbital energy**: 0.9283 eV
**Relative energy (zero: lowest compared OMol25 entry of this formula, charge and spin)**: 3.4 kcal per mole
**Total energy**: -482.9098 a.u.
**HOMO-LUMO gap**: 8.7993 eV

What are the natural (NBO) partial charges on each atom? They are as follows, in elementary charge units: number 1, C, carries -0.63; number 2, C, carries -0.08; number 3, C, carries -0.03; number 4, N, carries -0.53; number 5, C, carries 0.13; number 6, C, carries -0.23; number 7, C, carries -0.22; number 8, C, carries -0.24; number 9, C, carries -0.19; number 10, C, carries -0.09; number 11, H, carries 0.22; number 12, H, carries 0.22; number 13, H, carries 0.21; number 14, H, carries 0.21; number 15, H, carries 0.41; number 16, H, carries 0.21; number 17, H, carries 0.21; number 18, H, carries 0.21; number 19, H, carries 0.21; number 20, C, carries -0.61; number 21, C, carries -0.61; number 22, H, carries 0.19; number 23, H, carries 0.20; number 24, H, carries 0.21; number 25, H, carries 0.20; number 26, H, carries 0.20; number 27, H, carries 0.21

Here is a 2-piece molecular cluster, C11H15N overall from the OMol25 dataset. Energies are from ωB97M-V with the def2-TZVPD basis set.

```
! RIJCOSX wB97M-V def2-TZVPD def2/J DEFGRID3
* xyz 0 1
C -1.958 1.823 0.972
C -0.806 1.221 0.289
C -0.775 0.608 -0.922
N 0.567 0.538 -1.378
C 1.340 1.224 -0.546
C 2.728 1.584 -0.727
C 3.279 2.343 0.275
C 2.494 2.783 1.298
C 1.143 2.410 1.487
C 0.542 1.581 0.589
H -2.602 1.107 1.573
H -2.773 2.004 0.183
H -1.745 2.629 1.574
H -1.543 0.224 -1.656
H 0.839 0.245 -2.319
H 3.237 1.280 -1.555
H 4.255 2.680 0.026
H 2.814 3.479 1.965
H 0.444 2.742 2.417
C -1.878 -4.157 0.199
C -1.104 -4.106 -1.111
H -2.229 -5.152 0.593
H -1.124 -3.686 0.961
H -2.525 -3.346 0.188
H -1.327 -3.191 -1.627
H -1.279 -4.924 -1.755
H -0.014 -3.944 -0.994
*
```

Values from the calculation:
**SMILES string**: Cc1c[nH]c2ccccc12.CC
**Molar mass**: 161.25 g mol⁻¹
**Lowest unoccupied orbital energy**: 0.8257 eV
**Relative energy (zero: lowest compared OMol25 entry of this formula, charge and spin)**: 49.6 kcal per mole
**Total energy**: -482.8361 a.u.
**HOMO-LUMO gap**: 8.6479 eV

What are the natural (NBO) partial charges on each atom? They are as follows, in elementary charge units: number 1, C, carries -0.63; number 2, C, carries -0.09; number 3, C, carries -0.03; number 4, N, carries -0.53; number 5, C, carries 0.18; number 6, C, carries -0.25; number 7, C, carries -0.21; number 8, C, carries -0.26; number 9, C, carries -0.15; number 10, C, carries -0.14; number 11, H, carries 0.22; number 12, H, carries 0.22; number 13, H, carries 0.22; number 14, H, carries 0.21; number 15, H, carries 0.41; number 16, H, carries 0.20; number 17, H, carries 0.21; number 18, H, carries 0.21; number 19, H, carries 0.21; number 20, C, carries -0.62; number 21, C, carries -0.61; number 22, H, carries 0.22; number 23, H, carries 0.20; number 24, H, carries 0.21; number 25, H, carries 0.20; number 26, H, carries 0.20; number 27, H, carries 0.20